Record 1
Below is a cluster of 2 separate species, C3H8O2S in total, with properties calculated with ωB97M-V with the def2-TZVPD basis set.

ORCA input file:
```
! wB97M-V def2-TZVPD RIJCOSX def2/J DEFGRID3
* xyz -1 2
C 0.146 -0.987 -0.371
O 1.008 -1.742 0.453
C -0.686 0.062 0.455
C -1.248 1.254 -0.294
S -1.583 2.840 0.684
H 0.918 -0.557 -1.128
H -0.457 -1.653 -0.947
H 0.081 0.628 1.097
H -1.371 -0.578 1.151
H -2.108 1.053 -1.034
H -0.348 1.487 -0.905
H 1.642 -2.284 -0.023
H 3.298 -2.939 -1.916
O 3.291 -3.579 -1.201
*
```

Calculated values
ΔE to the lowest compared entry with this formula, charge and spin	38.44	kcal/mol
M	108.16	g/mol
LUMO (alpha / beta)	2.67 / 0.07	eV
maximum force	2.962	eV/Å
expectation value of S²	0.753
E	-667.6760	hartree
HOMO energy (alpha / beta)	-2.60 / -2.60	eV
Kohn-Sham gap (alpha / beta)	0.1935 / 0.0981	hartree



Record 2
Below is a cluster of 2 separate species, C3H8O2S in total, with properties calculated with ωB97M-V with the def2-TZVPD basis set.

ORCA input file:
```
! wB97M-V def2-TZVPD RIJCOSX def2/J DEFGRID3
* xyz 0 1
C 1.673 0.211 0.121
C -0.888 0.522 0.493
C 0.187 0.014 -0.311
O -0.010 0.283 -1.618
O -0.035 -2.100 -0.351
S -2.545 -0.023 -0.192
H 2.376 0.526 -0.656
H 1.502 0.951 0.946
H 1.994 -0.806 0.601
H -0.783 1.567 0.385
H -0.943 0.230 1.451
H 0.841 -0.010 -2.082
H -0.221 -2.166 0.546
H -3.147 0.797 0.666
*
```

Calculated values
ΔE to the lowest compared entry with this formula, charge and spin	78.61	kcal/mol
M	108.16	g/mol
LUMO	0.44	eV
maximum force	4.871	eV/Å
E	-667.6557	hartree
HOMO energy	-9.08	eV
Kohn-Sham gap	0.3498	hartree



Record 3
Below is an isolated molecule of C3H8O2S, with properties calculated with ωB97M-V with the def2-TZVPD basis set.

ORCA input file:
```
! wB97M-V def2-TZVPD RIJCOSX def2/J DEFGRID3
* xyz 0 1
C 1.342 0.045 -0.009
C -0.116 0.516 0.017
O -0.289 1.116 1.291
O -0.415 1.437 -0.965
C -1.116 -0.647 0.001
S -2.849 -0.107 -0.176
H 2.156 0.738 0.125
H 1.433 -0.613 0.867
H 1.515 -0.444 -1.075
H 0.067 2.108 1.303
H 0.128 1.221 -1.805
H -0.778 -1.296 0.850
H -1.050 -1.156 -0.950
H -2.906 0.474 1.117
*
```

Calculated values
ΔE to the lowest compared entry with this formula, charge and spin	28.05	kcal/mol
M	108.16	g/mol
LUMO	0.61	eV
maximum force	3.512	eV/Å
E	-667.7362	hartree
HOMO energy	-8.92	eV
Kohn-Sham gap	0.3499	hartree



Record 4
Below is a cluster of 2 separate species, C3H8O2S2 in total, with properties calculated with ωB97M-V with the def2-TZVPD basis set.

ORCA input file:
```
! wB97M-V def2-TZVPD RIJCOSX def2/J DEFGRID3
* xyz 0 1
O 0.084 0.204 -1.691
C 0.327 -0.931 -1.397
C 0.621 -1.370 0.033
C -0.152 -0.541 1.055
S -1.252 -1.490 2.132
S -2.669 -2.010 0.683
H 0.371 -1.730 -2.160
H 0.433 -2.438 0.142
H 1.709 -1.237 0.076
H 0.488 0.053 1.714
H -0.756 0.212 0.543
H -3.728 -1.765 1.469
O 1.241 4.289 -1.160
H 2.208 4.215 -1.196
H 1.076 4.538 -0.245
*
```

Calculated values
ΔE to the lowest compared entry with this formula, charge and spin	31.45	kcal/mol
M	140.23	g/mol
LUMO	0.43	eV
maximum force	0.736	eV/Å
E	-1065.9319	hartree
HOMO energy	-8.62	eV
Kohn-Sham gap	0.3326	hartree



Record 5
Below is a cluster of 2 separate species, C3H8O2S2 in total, with properties calculated with ωB97M-V with the def2-TZVPD basis set.

ORCA input file:
```
! wB97M-V def2-TZVPD RIJCOSX def2/J DEFGRID3
* xyz 0 1
O -0.812 -0.412 -2.300
S -1.529 -0.568 -1.060
O -2.407 -1.935 -0.989
S -2.583 0.875 -0.443
H -0.532 -0.896 -0.038
H -3.334 -1.752 -0.935
C 1.021 -0.510 1.528
C 1.329 0.003 0.404
C 1.239 1.452 0.065
H 0.709 0.240 2.386
H 1.442 -1.404 1.931
H 1.734 -0.527 -0.500
H 2.298 1.867 0.221
H 0.864 1.579 -0.979
H 0.562 1.989 0.708
*
```

Calculated values
ΔE to the lowest compared entry with this formula, charge and spin	81.14	kcal/mol
M	140.23	g/mol
LUMO	0.57	eV
maximum force	5.618	eV/Å
E	-1065.8527	hartree
HOMO energy	-9.69	eV
Kohn-Sham gap	0.3771	hartree



Record 6
Below is a cluster of 2 separate species, C3H8O2Se in total, with properties calculated with ωB97M-V with the def2-TZVPD basis set.

ORCA input file:
```
! wB97M-V def2-TZVPD RIJCOSX def2/J DEFGRID3
* xyz 0 3
C 1.794 -0.278 0.181
C -1.528 1.135 -1.042
C 0.554 -0.802 -0.509
O 1.486 0.354 1.429
O -0.253 -1.658 0.262
Se -2.455 0.388 0.284
H 2.523 -1.042 0.417
H 2.239 0.418 -0.492
H -1.333 2.227 -0.846
H -1.554 0.825 -2.081
H 0.500 -1.124 -1.551
H 0.631 -0.040 1.693
H 0.201 -1.834 1.076
H -2.805 1.431 1.178
*
```

Calculated values
M	155.06	g/mol
LUMO (alpha / beta)	0.65 / -0.35	eV
maximum force	3.714	eV/Å
expectation value of S²	2.009
E	-2670.8181	hartree
HOMO energy (alpha / beta)	-6.75 / -9.63	eV
Kohn-Sham gap (alpha / beta)	0.2719 / 0.3409	hartree



Record 7
Below is an isolated molecule of C3H8O3, with properties calculated with ωB97M-V with the def2-TZVPD basis set.

ORCA input file:
```
! wB97M-V def2-TZVPD RIJCOSX def2/J DEFGRID3
* xyz 0 1
O -0.566 -0.186 0.921
C -0.464 1.457 1.322
C -0.552 -0.148 -0.524
O -0.883 -1.410 -0.997
C 0.871 0.156 -0.956
O 1.735 -0.681 -0.194
H 0.292 -0.610 1.150
H -1.414 1.474 1.881
H 0.329 1.349 2.083
H -1.264 0.640 -0.777
H -1.762 -1.624 -0.656
H 0.971 -0.025 -2.031
H 1.115 1.190 -0.710
H 1.591 -1.583 -0.512
*
```

Calculated values
ΔE to the lowest compared entry with this formula, charge and spin	111.51	kcal/mol
M	92.09	g/mol
LUMO	0.48	eV
maximum force	0.463	eV/Å
E	-344.6707	hartree
HOMO energy	-7.54	eV
Kohn-Sham gap	0.2946	hartree



Record 8
Below is an isolated molecule of C3H8O3, with properties calculated with ωB97M-V with the def2-TZVPD basis set.

ORCA input file:
```
! wB97M-V def2-TZVPD RIJCOSX def2/J DEFGRID3
* xyz 0 1
C 0.392 1.825 0.717
O 0.846 0.512 0.482
C -0.147 -0.483 0.469
O 0.139 -1.448 1.435
C -0.235 -1.107 -0.936
O -0.911 -0.194 -1.769
H 1.274 2.460 0.663
H -0.067 1.916 1.707
H -0.329 2.131 -0.048
H -1.129 -0.068 0.724
H 1.081 -1.651 1.384
H -0.780 -2.058 -0.859
H 0.785 -1.297 -1.299
H -0.919 -0.537 -2.669
*
```

Calculated values
ΔE to the lowest compared entry with this formula, charge and spin	34.09	kcal/mol
M	92.09	g/mol
LUMO	0.90	eV
maximum force	0.636	eV/Å
E	-344.7940	hartree
HOMO energy	-10.01	eV
Kohn-Sham gap	0.4007	hartree



> Among the records above, which one has the lowest E?

C3H8O2Se